{"formula": "C29H32F6MnN5OS", "method": "the ωB97M-V functional and the def2-TZVPD basis", "species": ["Mn", "N", "C", "S", "N", "N", "C", "C", "C", "C", "C", "C", "C", "C", "C", "C", "C", "C", "N", "H", "H", "H", "H", "H", "H", "H", "H", "H", "H", "H", "C", "C", "O", "C", "F", "F", "F", "C", "F", "F", "F", "H", "H", "H", "C", "C", "C", "C", "C", "C", "C", "C", "N", "C", "C", "C", "C", "H", "H", "H", "H", "H", "H", "H", "H", "H", "H", "H", "H", "H", "H", "H", "H", "H", "H"], "positions_angstrom": [[0.27, 1.58, -1.21], [3.38, -0.42, 1.08], [2.35, 0.21, 0.53], [2.64, 1.33, -0.68], [1.08, -0.07, 1.01], [0.08, 0.69, 0.40], [-1.07, 0.82, 1.02], [-1.32, 0.48, 2.42], [-2.40, -0.34, 2.79], [-2.66, -0.58, 4.13], [-1.86, -0.02, 5.11], [-0.79, 0.80, 4.75], [-0.51, 1.03, 3.42], [-2.11, 1.34, 0.14], [-3.40, 1.69, 0.53], [-4.29, 2.12, -0.43], [-3.90, 2.16, -1.76], [-2.59, 1.84, -2.08], [-1.71, 1.48, -1.15], [4.30, -0.20, 0.73], [3.28, -1.15, 1.76], [-3.01, -0.79, 2.02], [-3.49, -1.21, 4.40], [-2.08, -0.20, 6.15], [-0.17, 1.25, 5.52], [0.31, 1.68, 3.13], [-3.68, 1.64, 1.57], [-5.29, 2.43, -0.16], [-4.58, 2.45, -2.55], [-2.21, 1.90, -3.09], [1.17, 5.11, -3.31], [0.45, 4.38, -2.17], [0.48, 3.02, -2.33], [-1.03, 4.89, -2.13], [-1.70, 4.44, -3.21], [-1.14, 6.22, -2.12], [-1.69, 4.42, -1.04], [1.11, 4.77, -0.81], [0.84, 6.01, -0.39], [2.44, 4.65, -0.86], [0.69, 3.93, 0.18], [0.61, 4.98, -4.23], [2.16, 4.68, -3.43], [1.26, 6.18, -3.09], [1.50, -1.31, 3.61], [1.43, -2.13, 2.35], [1.85, -3.39, 2.29], [1.57, -4.25, 1.15], [1.99, -5.69, 1.20], [0.95, -3.76, 0.06], [0.72, -2.34, -0.13], [0.69, -1.51, 1.19], [0.55, -1.74, -1.25], [0.45, -2.42, -2.56], [-1.04, -2.71, -2.77], [0.93, -1.43, -3.63], [1.27, -3.71, -2.76], [2.14, -1.80, 4.35], [0.50, -1.22, 4.04], [1.87, -0.30, 3.42], [2.35, -3.83, 3.14], [2.09, -6.05, 2.23], [2.97, -5.80, 0.72], [1.29, -6.33, 0.67], [0.71, -4.44, -0.74], [-0.36, -1.48, 1.52], [-1.61, -1.78, -2.70], [-1.40, -3.40, -2.00], [-1.20, -3.17, -3.75], [0.38, -0.48, -3.56], [0.74, -1.83, -4.62], [1.99, -1.23, -3.52], [0.75, -4.59, -2.39], [2.25, -3.64, -2.28], [1.43, -3.86, -3.83]], "lowdin_charge": [0.65, 0.16, -0.75, 0.83, -0.04, -0.03, -0.13, -0.19, -0.04, -0.05, -0.06, -0.07, -0.04, -0.17, 0.02, -0.02, -0.02, -0.09, 0.03, 0.11, 0.10, 0.13, 0.11, 0.11, 0.12, 0.13, 0.12, 0.12, 0.12, 0.13, 0.03, -0.44, -0.25, -0.54, 0.15, 0.17, 0.14, -0.55, 0.18, 0.15, 0.10, 0.10, 0.10, 0.10, -0.02, -0.24, 0.00, -0.23, -0.03, 0.01, -0.18, -0.11, 0.16, -0.60, -0.03, -0.05, -0.05, 0.10, 0.08, 0.08, 0.13, 0.08, 0.10, 0.09, 0.08, 0.15, 0.08, 0.08, 0.09, 0.07, 0.09, 0.09, 0.07, 0.10, 0.09], "homo_lumo_gap_ev": [7.370, 6.567], "multiplicity": 2, "e_homo_ev": [-11.15, -10.28], "charge": 1, "e_tot_ev": -98544.661}



{"formula": "C3H5NO2", "method": "the ωB97M-V functional and the def2-TZVPD basis", "species": ["N", "C", "C", "O", "C", "O", "H", "H", "H", "H", "H"], "positions_angstrom": [[1.78, -0.31, -0.28], [0.64, 0.38, -0.67], [-1.55, -0.56, 0.65], [-1.89, 0.28, -0.48], [-0.61, 0.33, 0.03], [0.08, 1.45, 0.34], [1.80, -0.43, 0.72], [2.65, 0.10, -0.61], [0.61, 0.63, -1.73], [-1.51, -1.62, 0.44], [-2.01, -0.25, 1.59]], "lowdin_charge": [0.09, -0.20, -0.01, 0.04, -0.58, 0.07, 0.10, 0.09, 0.16, 0.12, 0.12], "homo_lumo_gap_ev": 10.737, "multiplicity": 1, "relative_energy_ev": 3.199, "e_homo_ev": -9.79, "charge": 0, "smiles": "N[C@@H]1O[C@]12CO2", "e_tot_ev": -8774.496}



{"formula": "C11H21N4O2PS", "method": "the ωB97M-V functional and the def2-TZVPD basis", "species": ["N", "O", "C", "N", "O", "S", "C", "N", "N", "C", "C", "C", "C", "C", "C", "C", "C", "C", "P", "H", "H", "H", "H", "H", "H", "H", "H", "H", "H", "H", "H", "H", "H", "H", "H", "H", "H", "H", "H", "H"], "positions_angstrom": [[2.58, 1.94, 3.24], [-0.38, -1.33, -1.82], [2.26, 1.29, 2.33], [1.86, 0.56, 1.30], [1.50, 0.35, -1.92], [-1.02, 1.14, -0.33], [1.16, -0.50, 1.50], [0.58, -1.09, 2.63], [0.89, -1.23, 0.38], [3.20, 0.02, -3.47], [-0.70, 0.59, 3.90], [-0.93, 4.08, 1.00], [2.25, -0.68, -2.55], [0.01, 2.59, -0.82], [0.37, -0.51, 3.95], [-0.35, -2.11, 2.14], [0.18, -2.44, 0.75], [-0.67, 3.90, -0.49], [0.32, -0.34, -0.99], [3.96, 0.54, -2.88], [3.67, -0.70, -4.16], [2.66, 0.76, -4.07], [-1.65, 0.14, 3.59], [-0.45, 1.42, 3.20], [-0.83, 1.08, 4.89], [0.02, 3.89, 1.53], [-1.29, 5.08, 1.20], [-1.68, 3.40, 1.38], [2.71, -1.36, -1.81], [1.61, -1.30, -3.21], [0.97, 2.59, -0.28], [0.23, 2.57, -1.89], [0.09, -1.30, 4.62], [1.31, -0.09, 4.32], [-1.30, -1.60, 2.05], [-0.45, -2.95, 2.84], [0.85, -3.30, 0.76], [-0.68, -2.63, 0.13], [-0.06, 4.76, -0.78], [-1.64, 3.95, -1.02]], "lowdin_charge": [0.13, -0.33, -0.36, 0.13, -0.26, 0.77, -0.41, -0.03, -0.10, -0.08, -0.07, -0.13, -0.32, -0.53, -0.19, -0.11, -0.14, -0.34, 0.41, 0.08, 0.09, 0.08, 0.06, 0.07, 0.09, 0.08, 0.07, 0.05, 0.12, 0.12, 0.07, 0.08, 0.11, 0.10, 0.12, 0.13, 0.13, 0.10, 0.11, 0.11], "homo_lumo_gap_ev": 9.896, "multiplicity": 1, "relative_energy_ev": 0.000, "e_homo_ev": -9.27, "charge": 0, "smiles": "CCCS[P@@](=O)(OCC)N1CCN(CC)/C1=N\\C#N", "e_tot_ev": -41928.735}



{"formula": "C43H42Cl3N4O5PdS", "method": "the ωB97M-V functional and the def2-TZVPD basis", "species": ["Pd", "C", "O", "C", "C", "C", "C", "C", "C", "N", "N", "C", "O", "C", "C", "C", "C", "C", "C", "C", "O", "H", "H", "H", "H", "H", "H", "H", "H", "H", "H", "H", "H", "Cl", "C", "C", "C", "C", "C", "C", "N", "C", "C", "N", "C", "O", "C", "C", "C", "Cl", "S", "C", "C", "C", "Cl", "C", "H", "H", "H", "H", "H", "H", "H", "H", "H", "H", "H", "H", "H", "C", "C", "C", "C", "C", "C", "C", "C", "C", "C", "C", "C", "O", "H", "H", "H", "H", "H", "H", "H", "H", "H", "H", "H", "H", "H", "H", "H", "H", "H"], "positions_angstrom": [[-1.79, -0.63, -0.04], [2.06, -3.05, 0.48], [1.56, -3.91, 1.49], [0.25, -3.91, 1.93], [0.04, -4.71, 3.02], [-1.23, -4.89, 3.59], [-2.29, -4.24, 3.01], [-2.12, -3.40, 1.90], [-3.34, -2.85, 1.34], [-3.40, -1.92, 0.47], [-4.66, -1.62, -0.03], [-4.60, -0.58, -0.85], [-3.59, 0.13, -1.15], [-5.90, -0.23, -1.51], [-7.13, -0.60, -0.96], [-8.31, -0.25, -1.59], [-8.29, 0.47, -2.78], [-7.07, 0.84, -3.33], [-5.88, 0.50, -2.69], [-0.83, -3.18, 1.32], [-0.63, -2.44, 0.28], [3.13, -3.26, 0.48], [1.64, -3.28, -0.50], [1.89, -2.01, 0.71], [0.91, -5.21, 3.44], [-1.36, -5.53, 4.45], [-3.29, -4.37, 3.41], [-4.28, -3.29, 1.67], [-7.13, -1.17, -0.04], [-9.26, -0.54, -1.15], [-9.21, 0.73, -3.27], [-7.04, 1.40, -4.25], [-4.92, 0.80, -3.09], [6.88, -2.60, -0.27], [5.91, -1.49, -1.18], [5.26, -0.46, -0.53], [4.48, 0.41, -1.27], [4.32, 0.27, -2.65], [3.48, 1.28, -3.40], [2.21, 0.72, -4.07], [1.06, 0.80, -3.19], [0.28, 1.91, -3.01], [-0.65, 1.58, -2.09], [-0.47, 0.27, -1.70], [0.58, -0.16, -2.37], [4.25, 1.96, -4.38], [4.68, 3.24, -3.94], [3.52, 4.14, -3.62], [2.62, 4.59, -4.53], [2.64, 4.28, -6.22], [1.37, 5.53, -3.83], [2.05, 5.35, -2.28], [3.18, 4.59, -2.31], [5.00, -0.78, -3.26], [4.91, -1.02, -4.99], [5.78, -1.67, -2.54], [5.35, -0.34, 0.54], [3.96, 1.22, -0.77], [3.12, 2.00, -2.66], [2.34, -0.31, -4.40], [2.01, 1.33, -4.95], [0.46, 2.82, -3.57], [-1.46, 2.16, -1.68], [1.01, -1.15, -2.28], [5.28, 3.64, -4.75], [5.32, 3.14, -3.06], [1.56, 5.78, -1.42], [3.75, 4.34, -1.42], [6.29, -2.48, -3.05], [-3.39, 0.62, 2.77], [-2.67, -0.26, 3.80], [-2.90, 0.38, 5.18], [-1.17, -0.51, 3.62], [-0.57, -1.31, 4.58], [0.80, -1.50, 4.62], [1.59, -0.80, 3.73], [1.04, 0.01, 2.74], [2.05, 0.82, 1.91], [1.49, 1.69, 0.79], [2.86, 1.72, 2.85], [-0.37, 0.05, 2.58], [-0.93, 0.57, 1.51], [-4.44, 0.72, 3.08], [-3.37, 0.20, 1.77], [-2.95, 1.61, 2.73], [-3.16, -1.24, 3.81], [-2.36, 1.33, 5.24], [-2.55, -0.25, 6.00], [-3.96, 0.58, 5.34], [-1.20, -1.82, 5.30], [1.24, -2.17, 5.35], [2.67, -0.90, 3.79], [2.75, 0.11, 1.46], [0.78, 2.42, 1.18], [0.97, 1.11, 0.04], [2.31, 2.24, 0.31], [2.20, 2.43, 3.34], [3.61, 2.30, 2.28], [3.39, 1.16, 3.62]], "lowdin_charge": [1.07, -0.08, -0.09, -0.20, -0.03, -0.12, -0.09, -0.15, -0.09, -0.10, 0.06, -0.50, -0.14, -0.15, -0.04, -0.10, -0.12, -0.10, -0.03, -0.29, -0.17, 0.08, 0.08, 0.07, 0.11, 0.09, 0.10, 0.12, 0.10, 0.09, 0.09, 0.09, 0.11, 0.68, -0.66, -0.09, 0.00, -0.17, -0.29, -0.06, -0.07, -0.05, -0.12, -0.01, -0.13, -0.13, -0.15, -0.33, -0.99, 0.67, 1.00, -0.40, -0.15, -0.56, 0.74, -0.13, 0.11, 0.10, 0.13, 0.11, 0.13, 0.09, 0.11, 0.14, 0.13, 0.13, 0.07, 0.12, 0.10, -0.08, -0.36, -0.08, -0.13, -0.07, -0.11, -0.08, -0.13, -0.36, -0.08, -0.08, -0.29, -0.22, 0.08, 0.03, 0.08, 0.12, 0.08, 0.06, 0.07, 0.11, 0.09, 0.10, 0.11, 0.09, 0.04, 0.05, 0.09, 0.06, 0.06], "homo_lumo_gap_ev": [5.706, 5.966], "multiplicity": 3, "relative_energy_ev": 1.014, "e_homo_ev": [-3.91, -4.17], "charge": -1, "e_tot_ev": -113353.507}



{"formula": "CH4OS3", "method": "the ωB97M-V functional and the def2-TZVPD basis", "species": ["C", "O", "S", "S", "S", "H", "H", "H", "H"], "positions_angstrom": [[0.25, -0.27, -1.36], [-1.02, 0.68, 2.55], [-0.01, -1.48, 0.07], [0.31, 0.87, 2.10], [0.63, 2.70, 1.51], [-0.52, 0.44, -1.18], [0.25, -1.02, -2.23], [1.29, 0.08, -1.09], [-1.17, -2.00, -0.37]], "lowdin_charge": [-0.41, -0.63, 0.55, 0.26, 0.32, 0.00, 0.05, 0.03, -0.16], "homo_lumo_gap_ev": [8.514, 5.596], "multiplicity": 3, "relative_energy_ev": 0.758, "e_homo_ev": [-7.87, -9.09], "charge": 0, "e_tot_ev": -35651.678}



{"formula": "C4H11NORb", "method": "the ωB97M-V functional and the def2-TZVPD basis", "species": ["Rb", "C", "C", "C", "O", "C", "N", "H", "H", "H", "H", "H", "H", "H", "H", "H", "H", "H"], "positions_angstrom": [[-2.36, 1.81, 1.37], [1.81, 0.63, -0.62], [0.94, 0.25, 0.60], [-0.24, -0.68, 0.08], [-1.11, 0.19, -0.63], [-2.28, -0.40, -1.17], [1.85, -0.37, 1.51], [2.58, -0.06, -0.96], [2.35, 1.53, -0.33], [1.23, 1.01, -1.46], [0.41, 1.07, 1.08], [-0.84, -1.07, 0.90], [0.07, -1.49, -0.59], [-2.91, 0.39, -1.58], [-2.88, -0.96, -0.46], [-2.01, -1.06, -2.00], [1.44, -1.13, 2.03], [1.92, 0.32, 2.24]], "lowdin_charge": [1.05, 0.03, -0.31, -0.15, -0.32, -0.08, 0.38, 0.12, 0.10, 0.11, 0.13, 0.13, 0.16, 0.11, 0.10, 0.12, 0.17, 0.17], "homo_lumo_gap_ev": [10.829, 5.464], "multiplicity": 2, "relative_energy_ev": 0.083, "e_homo_ev": [-18.22, -18.21], "charge": 2, "e_tot_ev": -8500.130}